Computed, not measured: 2 unconnected molecules or ions with the total composition C4H9FN3, with ωB97M-V/def2-TZVPD.

As for the energy relative to the best compared isomer or geometry (same formula, charge and spin): 117.49 kcal per mole. Its gap between HOMO and LUMO (spin up / spin down) is 7.621 / 7.620 eV. As for the total energy: -11469.81096 eV. As for the HOMO energy (spin up / spin down): -11.46 / -11.46 eV. As for the net charge: +1. Its largest force on an atom is 4.08 eV/Å.

Bonds (Å) are listed after each position.
Element x y z (Å)
1 C 0.98 -0.74 -0.72  N5 1.361, N7 1.322, H9 1.101
2 C 0.06 1.08 0.10  N5 1.349, N6 1.395, F8 1.303
3 C 2.09 0.14 1.30  N5 1.450, H11 1.105, H12 1.088, H13 1.184
4 C -1.78 1.30 -1.63  N6 1.364, H15 1.144, H16 1.025
5 N 1.08 0.20 0.27  C1 1.361, C2 1.349, C3 1.450
6 N -0.66 0.77 -1.06  C2 1.395, C4 1.364, N7 1.398
7 N -0.06 -0.42 -1.46  C1 1.322, N6 1.398, H17 1.032
8 F 0.18 2.32 0.45  C2 1.303
9 H 1.47 -1.71 -0.90  C1 1.101
10 H -2.70 0.52 1.42  H14 0.747
11 H 3.00 -0.32 0.88  C3 1.105
12 H 2.22 1.10 1.80  C3 1.088
13 H 1.50 -0.48 2.12  C3 1.184
14 H -2.38 0.04 1.90  H10 0.747
15 H -2.20 2.29 -1.24  C4 1.144
16 H -2.12 0.80 -2.45  C4 1.025
17 H -0.59 -0.80 -2.26  N7 1.032

---

Computed, not measured: 6 unconnected molecules or ions with the total composition C54H88Br2N2O12S6, with ωB97M-V/def2-TZVPD.

As for the energy relative to the best compared isomer or geometry (same formula, charge and spin): 0.00 kcal per mole. Its gap between HOMO and LUMO is 7.660 eV. As for the total energy: -290069.83261 eV. As for the HOMO energy: -7.37 eV. Its largest force on an atom is 2.60 eV/Å.

Bonds (Å) are listed after each position.
Element x y z (Å)
1 H -6.14 0.66 3.16  N2 1.021
2 N -5.52 0.64 2.35  H1 1.021, C3 1.271
3 C -5.65 -0.48 1.76  N2 1.271, C4 1.506, C5 1.501
4 C -6.62 -1.55 2.20  C3 1.506, H43 1.089, H44 1.088, H45 1.091
5 C -4.85 -0.75 0.52  C3 1.501, C6 1.517, H46 1.092, H47 1.083
6 C -4.01 -2.02 0.63  C5 1.517, C7 1.390, C22 1.392
7 C -4.44 -3.19 0.02  C6 1.390, C8 1.388, H48 1.084
8 C -3.72 -4.37 0.10  C7 1.388, C9 1.500, C13 1.395
9 C -4.30 -5.62 -0.50  C8 1.500, C10 1.551, H49 1.086, H50 1.082
10 C -4.73 -6.61 0.61  C9 1.551, C11 1.486, O12 1.383, H51 1.087
11 C -6.03 -6.30 1.26  C10 1.486, O12 1.495, H52 1.084, H53 1.079
12 O -4.70 -6.12 1.90  C10 1.383, C11 1.495
13 C -2.49 -4.37 0.76  C8 1.395, O14 1.374, C21 1.399
14 O -1.74 -5.52 0.87  C13 1.374, C15 1.439
15 C -1.37 -6.22 -0.33  O14 1.439, C16 1.536, H54 1.093, H55 1.092
16 C 0.03 -6.86 -0.34  C15 1.536, C17 1.554, C18 1.546, H56 1.091
17 C -0.08 -8.16 -1.18  C16 1.554, H57 1.087, H58 1.090, H59 1.087
18 C 1.12 -5.99 -1.02  C16 1.546, C19 1.527, C20 1.536, H60 1.093
19 C 1.38 -4.68 -0.28  C18 1.527, H61 1.091, H62 1.089, H63 1.083
20 C 2.45 -6.75 -1.13  C18 1.536, H64 1.088, H65 1.090, H66 1.087
21 C -2.07 -3.19 1.39  C13 1.399, C22 1.397, S42 1.765
22 C -2.82 -2.02 1.33  C6 1.392, C21 1.397, N23 1.435
23 N -2.39 -0.81 1.98  C22 1.435, C24 1.497, C28 1.433
24 C -2.52 -0.78 3.47  N23 1.497, C25 1.530, H67 1.092, H68 1.092
25 C -3.57 -1.70 4.09  C24 1.530, C26 1.536, H69 1.086, H70 1.092
26 C -2.97 -2.61 5.17  C25 1.536, C27 1.543, H71 1.087, H72 1.091
27 C -3.90 -3.79 5.52  C26 1.543, H73 1.088, H74 1.088, H75 1.089
28 C -1.03 -0.52 1.65  N23 1.433, C29 1.390, C41 1.397
29 C -0.65 0.76 1.24  C28 1.390, C30 1.508, C34 1.393
30 C -1.65 1.88 1.10  C29 1.508, C31 1.541, H76 1.088, H77 1.089
31 C -2.06 2.20 -0.35  C30 1.541, C32 1.519, Br33 1.967, H78 1.082
32 C -3.41 2.89 -0.44  C31 1.519, H79 1.090, H80 1.091, H81 1.087
33 Br -2.16 0.65 -1.55  C31 1.967
34 C 0.69 1.01 0.98  C29 1.393, C35 1.392, H82 1.083
35 C 1.67 0.03 1.11  C34 1.392, C36 1.513, C40 1.390
36 C 3.13 0.36 0.85  C35 1.513, C37 1.524, H83 1.088, H84 1.090
37 C 3.80 0.94 2.09  C36 1.524, C38 1.519, Br39 1.952, H85 1.088
38 C 5.25 1.33 1.84  C37 1.519, H86 1.091, H87 1.090, H88 1.089
39 Br 3.78 -0.27 3.62  C37 1.952
40 C 1.29 -1.25 1.49  C35 1.390, C41 1.389, H89 1.081
41 C -0.05 -1.51 1.77  C28 1.397, C40 1.389, S42 1.773
42 S -0.56 -3.11 2.31  C21 1.765, C41 1.773
43 H -6.15 -2.31 2.82  C4 1.089
44 H -7.43 -1.11 2.78  C4 1.088
45 H -7.04 -2.07 1.34  C4 1.091
46 H -5.55 -0.90 -0.30  C5 1.092
47 H -4.18 0.08 0.32  C5 1.083
48 H -5.39 -3.12 -0.49  C7 1.084
49 H -3.61 -6.15 -1.15  C9 1.086
50 H -5.19 -5.38 -1.06  C9 1.082
51 H -4.49 -7.66 0.45  C10 1.087
52 H -6.42 -5.32 1.02  C11 1.084
53 H -6.48 -6.93 2.01  C11 1.079
54 H -1.54 -5.63 -1.23  C15 1.093
55 H -2.06 -7.06 -0.38  C15 1.092
56 H 0.36 -7.12 0.66  C16 1.091
57 H 0.37 -8.02 -2.16  C17 1.087
58 H -1.11 -8.44 -1.37  C17 1.090
59 H 0.41 -9.00 -0.69  C17 1.087
60 H 0.74 -5.75 -2.01  C18 1.093
61 H 2.42 -4.38 -0.41  C19 1.091
62 H 0.75 -3.87 -0.65  C19 1.089
63 H 1.22 -4.78 0.79  C19 1.083
64 H 3.19 -6.06 -1.53  C20 1.088
65 H 2.76 -7.11 -0.15  C20 1.090
66 H 2.39 -7.58 -1.83  C20 1.087
67 H -1.55 -0.99 3.93  C24 1.092
68 H -2.73 0.26 3.74  C24 1.092
69 H -4.15 -2.28 3.39  C25 1.086
70 H -4.28 -1.06 4.63  C25 1.092
71 H -2.00 -2.99 4.86  C26 1.087
72 H -2.84 -2.02 6.08  C26 1.091
73 H -3.92 -3.97 6.59  C27 1.088
74 H -4.91 -3.61 5.16  C27 1.088
75 H -3.52 -4.70 5.05  C27 1.089
76 H -2.56 1.66 1.65  C30 1.088
77 H -1.16 2.79 1.44  C30 1.089
78 H -1.32 2.85 -0.81  C31 1.082
79 H -3.46 3.76 0.22  C32 1.090
80 H -3.53 3.27 -1.46  C32 1.091
81 H -4.24 2.22 -0.26  C32 1.087
82 H 0.99 2.01 0.71  C34 1.083
83 H 3.63 -0.54 0.51  C36 1.088
84 H 3.13 1.15 0.10  C36 1.090
85 H 3.26 1.84 2.38  C37 1.088
86 H 5.33 2.09 1.06  C38 1.091
87 H 5.85 0.46 1.57  C38 1.090
88 H 5.67 1.73 2.76  C38 1.089
89 H 2.01 -2.04 1.61  C40 1.081
90 O 0.83 -2.90 -5.83  S91 1.442
91 S -0.23 -2.15 -5.21  O90 1.442, O92 1.441, C93 1.787, C96 1.800
92 O -1.14 -2.77 -4.28  S91 1.441
93 C 0.45 -0.67 -4.48  S91 1.787, C94 1.525, H97 1.087, H98 1.087
94 C 0.40 0.36 -5.60  C93 1.525, C95 1.534, H99 1.089, H100 1.092
95 C -0.97 0.18 -6.27  C94 1.534, C96 1.533, H101 1.092, H102 1.089
96 C -1.18 -1.32 -6.50  S91 1.800, C95 1.533, H103 1.087, H104 1.088
97 H 1.46 -0.87 -4.13  C93 1.087
98 H -0.19 -0.39 -3.65  C93 1.087
99 H 0.53 1.37 -5.22  C94 1.089
100 H 1.19 0.17 -6.33  C94 1.092
101 H -1.75 0.57 -5.61  C95 1.092
102 H -1.04 0.73 -7.21  C95 1.089
103 H -2.22 -1.62 -6.41  C96 1.087
104 H -0.79 -1.65 -7.46  C96 1.088
105 O 1.96 4.10 -2.57  S106 1.440
106 S 1.70 4.42 -1.19  O105 1.440, O107 1.444, C108 1.794, C111 1.798
107 O 0.59 3.84 -0.48  S106 1.444
108 C 3.20 4.12 -0.25  S106 1.794, C109 1.524, H112 1.088, H113 1.091
109 C 3.96 5.44 -0.31  C108 1.524, C110 1.535, H114 1.089, H115 1.092
110 C 2.91 6.54 -0.10  C109 1.535, C111 1.534, H116 1.092, H117 1.084
111 C 1.71 6.21 -1.00  S106 1.798, C110 1.534, H118 1.087, H119 1.088
112 H 3.74 3.29 -0.68  C108 1.088
113 H 2.90 3.89 0.77  C108 1.091
114 H 4.75 5.48 0.44  C109 1.089
115 H 4.42 5.56 -1.29  C109 1.092
116 H 2.60 6.55 0.95  C110 1.092
117 H 3.30 7.53 -0.32  C110 1.084
118 H 0.77 6.52 -0.56  C111 1.087
119 H 1.82 6.65 -1.99  C111 1.088
120 O -5.68 -3.98 -2.99  S121 1.438
121 S -6.85 -3.16 -2.85  O120 1.438, O122 1.444, C123 1.788, C126 1.798
122 O -7.46 -2.95 -1.56  S121 1.444
123 C -6.55 -1.59 -3.63  S121 1.788, C124 1.526, H127 1.088, H128 1.090
124 C -6.97 -1.80 -5.08  C123 1.526, C125 1.536, H129 1.089, H130 1.092
125 C -8.29 -2.60 -5.02  C124 1.536, C126 1.535, H131 1.092, H132 1.089
126 C -8.09 -3.74 -4.01  S121 1.798, C125 1.535, H133 1.087, H134 1.088
127 H -5.49 -1.33 -3.52  C123 1.088
128 H -7.17 -0.84 -3.14  C123 1.090
129 H -7.10 -0.86 -5.61  C124 1.089
130 H -6.22 -2.39 -5.61  C124 1.092
131 H -9.09 -1.94 -4.67  C125 1.092
132 H -8.58 -2.98 -5.99  C125 1.089
133 H -9.00 -3.98 -3.47  C126 1.087
134 H -7.69 -4.63 -4.49  C126 1.088
135 O 3.28 9.50 0.39  S136 1.445
136 S 3.77 10.60 -0.40  O135 1.445, O137 1.439, C138 1.789, C141 1.799
137 O 3.56 10.63 -1.83  S136 1.439
138 C 3.18 12.13 0.32  S136 1.789, C139 1.525, H142 1.087, H143 1.089
139 C 4.26 12.51 1.33  C138 1.525, C140 1.535, H144 1.089, H145 1.092
140 C 5.60 12.24 0.63  C139 1.535, C141 1.534, H146 1.091, H147 1.089
141 C 5.51 10.86 -0.03  S136 1.799, C140 1.534, H148 1.087, H149 1.088
142 H 2.20 11.96 0.77  C138 1.087
143 H 3.11 12.87 -0.48  C138 1.089
144 H 4.16 13.54 1.65  C139 1.089
145 H 4.17 11.87 2.22  C139 1.092
146 H 5.77 13.01 -0.13  C140 1.091
147 H 6.43 12.29 1.33  C140 1.089
148 H 6.07 10.81 -0.96  C141 1.087
149 H 5.82 10.07 0.64  C141 1.088
150 O 10.79 3.08 3.55  S151 1.441
151 S 10.61 2.06 2.54  O150 1.441, O152 1.440, C153 1.791, C156 1.799
152 O 11.04 2.29 1.18  S151 1.440
153 C 11.30 0.53 3.14  S151 1.791, C154 1.526, H157 1.087, H158 1.090
154 C 10.15 -0.14 3.88  C153 1.526, C155 1.535, H159 1.089, H160 1.092
155 C 8.91 0.06 2.99  C154 1.535, C156 1.534, H161 1.092, H162 1.089
156 C 8.90 1.53 2.55  S151 1.799, C155 1.534, H163 1.087, H164 1.088
157 H 12.16 0.74 3.77  C153 1.087
158 H 11.61 -0.06 2.27  C153 1.090
159 H 10.35 -1.20 4.06  C154 1.089
160 H 9.99 0.34 4.84  C154 1.092
161 H 8.98 -0.59 2.12  C155 1.092
162 H 7.99 -0.20 3.51  C155 1.089
163 H 8.48 1.65 1.55  C156 1.087
164 H 8.36 2.16 3.26  C156 1.088

---

Computed, not measured: 2 unconnected molecules or ions with the total composition C3H9IN2O5P, with ωB97M-V/def2-TZVPD.

Its gap between HOMO and LUMO is 6.740 eV. As for the total energy: -33862.57213 eV. As for the HOMO energy: -4.34 eV. As for the net charge: -1. Its largest force on an atom is 0.90 eV/Å.

Bonds (Å) are listed after each position.
Element x y z (Å)
1 C -1.29 0.27 1.01  O2 1.432, H9 1.088, H10 1.092, H11 1.095
2 O -0.15 0.96 0.48  C1 1.432, C3 1.394
3 C 1.08 0.39 0.79  O2 1.394, C4 1.533, P6 1.876, H12 1.101
4 C 1.24 -1.07 0.35  C3 1.533, N5 1.455, H13 1.096, H14 1.095
5 N 0.88 -1.33 -1.03  C4 1.455, H15 1.015, H16 1.012
6 P 2.51 1.30 -0.01  C3 1.876, O7 1.653, I8 2.450
7 O 3.01 2.11 1.34  P6 1.653, H17 0.962
8 I 1.35 3.06 -1.27  P6 2.450
9 H -2.05 1.02 1.20  C1 1.088
10 H -1.70 -0.45 0.30  C1 1.092
11 H -1.04 -0.22 1.96  C1 1.095
12 H 1.28 0.46 1.87  C3 1.101
13 H 2.29 -1.33 0.51  C4 1.096
14 H 0.66 -1.72 1.02  C4 1.095
15 H 0.22 -0.65 -1.40  N5 1.015
16 H 1.70 -1.31 -1.63  N5 1.012
17 H 3.95 2.27 1.25  O7 0.962
18 N -3.50 -0.96 -1.70  O19 1.252, O20 1.250, O21 1.244
19 O -3.90 -0.65 -0.55  N18 1.252
20 O -2.45 -1.63 -1.82  N18 1.250
21 O -4.09 -0.53 -2.70  N18 1.244

---

Q: Look up the total energy of the second one.
A: -290069.83261 eV

---

Q: Among the records above, which one has the lowest total energy?
A: C54H88Br2N2O12S6